No. 1
9
Properties=species:S:1:pos:R:3:mulliken_charge:R:1 method="wB97M-V/def2-TZVPD" orbital_gap_ha="0.27580 / 0.27598" lumo_energy_ev="-1.1 / -1.1" fmax_ha_per_bohr=0.0357 total_charge=0 energy_ha=-518.425762
C 0.334 1.345 0.543 0.063
C -1.058 -0.657 -1.815 -0.076
O -0.179 2.385 0.871 -0.439
O -1.207 -1.686 -2.348 -0.302
Si -0.116 -0.466 0.781 0.391
H 1.193 1.360 -0.232 0.251
H -1.490 0.268 -2.414 0.259
H -0.819 -0.928 2.097 -0.075
H 1.184 -1.081 0.609 -0.073

=====

No. 2
64
Properties=species:S:1:pos:R:3:lowdin_spin:R:1 method="wB97M-V/def2-TZVPD" orbital_gap_ha="0.28398 / 0.25862" lumo_energy_ev="0.3 / 0.3" s_squared=0.791 fmax_ha_per_bohr=0.0159 multiplicity=2 total_charge=0 energy_ha=-5933.505474
Mn -0.002 -0.179 -0.015 1.076
O 0.458 1.946 -1.051 0.003
C 1.191 0.994 -0.760 -0.041
C 2.641 0.872 -1.015 -0.008
C 3.503 1.882 -1.424 -0.004
C 4.851 1.597 -1.579 0.000
C 5.333 0.315 -1.322 -0.003
C 4.468 -0.693 -0.912 0.000
C 3.116 -0.410 -0.767 -0.005
P 1.773 -1.549 -0.239 -0.012
C 2.565 -2.439 1.157 0.003
C 3.273 -3.628 0.989 0.000
C 3.899 -4.231 2.072 0.000
C 3.828 -3.650 3.330 0.000
C 3.126 -2.465 3.503 0.000
C 2.496 -1.862 2.425 0.000
C 1.725 -2.841 -1.526 -0.005
C 0.760 -3.837 -1.368 -0.002
C 0.621 -4.839 -2.314 0.000
C 1.437 -4.849 -3.439 -0.001
C 2.384 -3.852 -3.612 0.000
C 2.529 -2.851 -2.659 -0.002
H 3.111 2.876 -1.602 0.000
H 5.538 2.373 -1.892 0.000
H 6.388 0.106 -1.437 0.000
H 4.849 -1.686 -0.701 0.000
H 3.332 -4.092 0.013 0.000
H 4.444 -5.156 1.930 0.000
H 4.314 -4.122 4.174 0.000
H 3.063 -2.010 4.484 0.000
H 1.942 -0.940 2.554 0.000
H 0.108 -3.817 -0.501 0.000
H -0.129 -5.608 -2.178 0.000
H 1.326 -5.627 -4.183 0.000
H 3.014 -3.849 -4.492 0.000
H 3.265 -2.072 -2.810 0.000
Cl -2.796 2.582 6.185 0.001
C -1.860 1.947 4.859 0.003
C -0.460 2.113 4.858 -0.001
C 0.298 1.628 3.833 0.002
C -0.288 0.947 2.722 -0.001
O 0.470 0.508 1.791 0.010
C -1.705 0.785 2.752 0.002
C -2.405 0.077 1.736 -0.002
O -1.943 -0.427 0.703 0.007
C -2.466 1.292 3.833 -0.001
H 0.006 2.634 5.684 0.000
H 1.372 1.758 3.824 0.000
H -3.488 -0.041 1.910 0.000
H -3.540 1.152 3.834 0.000
C -0.589 1.864 -3.946 -0.001
As -1.765 0.721 -2.935 -0.003
C -2.659 1.849 -1.662 0.000
C -3.125 0.190 -4.192 -0.001
S -0.870 -1.014 -2.130 -0.012
H -1.157 2.390 -4.713 0.000
H 0.174 1.238 -4.404 0.000
H -0.116 2.556 -3.255 0.000
H -3.175 2.651 -2.188 0.000
H -1.899 2.254 -0.998 0.000
H -3.366 1.240 -1.104 0.000
H -3.628 1.067 -4.596 0.000
H -3.837 -0.452 -3.679 0.000
H -2.651 -0.371 -4.995 0.000

=====

No. 3
29
Properties=species:S:1:pos:R:3:mulliken_charge:R:1 method="wB97M-V/def2-TZVPD" orbital_gap_ha=0.21099 lumo_energy_ev=2.2 fmax_ha_per_bohr=0.0047 total_charge=-1 energy_ha=-1857.698360
Pt -0.005 0.594 -0.052 0.472
C -2.457 0.609 -3.953 -1.467
C -1.533 0.262 -2.813 0.643
S -1.433 1.474 -1.545 -0.434
C -0.850 -0.884 -2.743 0.518
C -0.938 -1.971 -3.778 -1.417
S 0.183 -1.236 -1.367 -0.504
H -2.885 1.601 -3.807 0.391
H -3.284 -0.102 -4.032 0.280
H -1.930 0.612 -4.912 0.295
H -1.138 -1.564 -4.771 0.321
H -1.736 -2.684 -3.544 0.254
H -0.004 -2.534 -3.825 0.377
N -0.192 2.184 1.263 -0.484
C -0.510 2.774 2.214 0.481
N -0.684 3.446 3.299 -0.691
C -1.847 3.987 3.609 0.496
N -2.819 4.499 3.981 -0.566
I 3.601 0.546 -0.290 0.152
C 2.623 -0.392 1.285 0.133
C 3.392 -1.070 2.224 -0.490
C 2.765 -1.636 3.317 -0.262
C 1.392 -1.500 3.447 -0.671
C 0.702 -0.824 2.463 -0.062
N 1.300 -0.289 1.389 -0.303
H 4.461 -1.135 2.090 0.355
H 3.344 -2.167 4.061 0.359
H 0.855 -1.909 4.291 0.390
H -0.370 -0.690 2.501 0.435

=====

No. 4
21
Properties=species:S:1:pos:R:3:mulliken_charge:R:1 method="wB97M-V/def2-TZVPD" smiles=C1CCCCCC1 orbital_gap_ha=0.43330 lumo_energy_ev=1.2 fmax_ha_per_bohr=0.0197 total_charge=0 energy_ha=-275.110448
C 0.490 1.544 0.135 -0.674
C -0.992 1.408 -0.232 -0.638
C -1.675 0.129 0.270 -0.647
C -1.057 -1.221 -0.179 -0.670
C 0.271 -1.546 0.551 -0.576
C 1.539 -0.875 0.010 -0.663
C 1.424 0.547 -0.567 -0.630
H 0.600 1.457 1.225 0.306
H 0.806 2.562 -0.127 0.336
H -1.115 1.493 -1.324 0.321
H -1.530 2.274 0.182 0.312
H -1.717 0.169 1.369 0.330
H -2.721 0.169 -0.062 0.312
H -1.809 -1.999 0.014 0.317
H -0.943 -1.185 -1.274 0.316
H 0.104 -1.275 1.602 0.327
H 0.606 -2.597 0.621 0.341
H 2.262 -0.990 0.830 0.299
H 1.946 -1.495 -0.800 0.326
H 2.429 0.981 -0.639 0.366
H 1.081 0.449 -1.606 0.290

=====

No. 5
23
Properties=species:S:1:pos:R:3:mulliken_charge:R:1 method="wB97M-V/def2-TZVPD" orbital_gap_ha=0.11114 lumo_energy_ev=-1.2 fmax_ha_per_bohr=0.0695 total_charge=-2 energy_ha=-2535.193304
Tl -19.019 -19.558 -8.704 0.957
N -23.614 -26.706 -8.390 1.039
O -23.140 -25.797 -7.730 -0.391
O -23.857 -27.833 -7.937 -0.554
O -24.104 -26.468 -9.517 -0.516
N -21.467 -22.652 -8.354 1.036
O -21.672 -23.568 -7.545 -0.245
O -22.314 -22.433 -9.203 -0.485
O -20.583 -21.827 -8.115 -0.462
N -21.381 -21.768 -4.599 1.089
O -20.717 -21.318 -3.663 -0.589
O -21.265 -22.992 -4.831 -0.421
O -22.099 -21.077 -5.299 -0.529
Cl -23.125 -19.092 -11.116 1.623
O -21.789 -19.274 -10.598 -0.617
O -23.780 -20.360 -11.273 -0.611
O -23.887 -18.191 -10.269 -0.666
O -23.035 -18.448 -12.428 -0.694
Cl -17.291 -23.819 -8.754 1.598
O -16.713 -24.220 -10.020 -0.664
O -16.430 -24.387 -7.732 -0.668
O -17.242 -22.365 -8.609 -0.670
O -18.658 -24.223 -8.619 -0.560

=====

No. 6
110
Properties=species:S:1:pos:R:3:lowdin_spin:R:1 method="wB97M-V/def2-TZVPD" orbital_gap_ha="0.27263 / 0.14707" lumo_energy_ev="-4.9 / -8.3" s_squared=0.758 fmax_ha_per_bohr=0.0076 multiplicity=2 total_charge=+2 energy_ha=-4173.161500
Fe -0.058 -0.055 0.315 0.003
C -5.319 -0.972 -4.244 0.000
C -4.195 -1.031 -3.244 0.000
C -3.709 -2.267 -2.772 0.000
C -2.656 -2.345 -1.899 0.000
C -2.194 -3.682 -1.382 0.000
O -2.967 -4.360 -0.736 0.000
C -0.823 -4.164 -1.709 0.000
C -0.382 -5.355 -1.137 0.000
C 0.872 -5.854 -1.448 0.000
C 1.691 -5.165 -2.335 0.000
C 1.254 -3.979 -2.911 0.000
C 0.000 -3.479 -2.600 0.000
C -2.039 -1.172 -1.395 0.000
O -1.070 -1.333 -0.554 0.003
C -2.555 0.093 -1.800 0.001
C -3.616 0.109 -2.748 0.000
C -2.128 1.338 -1.205 0.005
N -1.186 1.429 -0.287 0.007
C -0.937 2.723 0.361 0.021
C -1.329 2.714 1.842 0.047
Te -3.307 1.975 2.118 0.650
C -2.869 -0.039 2.167 0.063
C -1.719 -0.524 2.803 0.034
C -1.498 -1.891 2.823 0.001
C -2.388 -2.754 2.188 0.050
C -3.525 -2.264 1.557 -0.003
C -3.784 -0.904 1.562 0.040
C -2.849 2.581 -1.650 0.010
C -2.278 3.396 -2.623 -0.001
C -2.924 4.550 -3.042 0.006
C -4.150 4.900 -2.494 0.001
C -4.738 4.079 -1.543 0.005
C -4.093 2.922 -1.129 0.027
H -5.651 -1.971 -4.520 0.000
H -5.008 -0.462 -5.157 0.000
H -6.179 -0.435 -3.843 0.000
H -4.171 -3.186 -3.117 0.000
H -1.044 -5.889 -0.467 0.000
H 1.208 -6.787 -1.014 0.000
H 2.664 -5.564 -2.592 0.000
H 1.884 -3.459 -3.623 0.000
H -0.350 -2.564 -3.062 0.000
H -3.993 1.064 -3.089 0.000
H -1.447 3.535 -0.151 0.000
H 0.138 2.923 0.331 0.001
H -1.312 3.719 2.263 0.002
H -0.674 2.056 2.410 0.005
H -1.022 0.142 3.298 0.001
H -0.627 -2.279 3.335 -0.001
H -2.198 -3.819 2.177 0.002
H -4.195 -2.948 1.054 -0.001
H -4.679 -0.524 1.083 0.002
H -1.337 3.122 -3.083 0.000
H -2.471 5.173 -3.801 0.000
H -4.654 5.799 -2.822 0.000
H -5.708 4.329 -1.136 0.000
H -4.595 2.256 -0.435 0.016
C 3.671 0.570 -3.654 0.000
N 3.123 0.088 -2.397 0.000
C 1.928 0.428 -1.900 0.000
N 1.192 1.333 -2.566 0.000
O 1.544 -0.082 -0.821 0.000
H 4.636 0.101 -3.812 0.000
H 3.825 1.651 -3.631 0.000
H 3.029 0.306 -4.496 0.000
H 3.622 -0.604 -1.866 0.000
H 1.461 1.679 -3.470 0.000
H 0.264 1.504 -2.226 0.000
O 0.969 0.828 1.786 0.001
P 1.977 0.278 2.772 0.000
N 1.786 -1.353 2.851 0.000
C 2.570 -2.243 3.744 0.000
C 2.958 -3.419 2.854 0.000
C 1.766 -3.525 1.907 0.000
C 1.488 -2.063 1.585 0.000
N 3.453 0.771 2.266 0.000
C 3.657 1.837 1.266 0.000
C 5.174 1.898 1.141 0.000
C 5.646 1.600 2.563 0.000
C 4.695 0.494 3.014 0.000
N 1.764 0.820 4.298 0.000
C 1.165 0.147 5.467 0.000
C 1.329 1.168 6.596 0.000
C 1.371 2.512 5.876 0.000
C 2.183 2.198 4.626 0.000
H 1.940 -2.586 4.568 0.000
H 3.431 -1.727 4.170 0.000
H 3.142 -4.325 3.428 0.000
H 3.865 -3.183 2.291 0.000
H 0.912 -3.977 2.417 0.000
H 1.964 -4.103 1.007 0.000
H 0.438 -1.918 1.286 0.000
H 2.145 -1.730 0.780 0.000
H 3.263 2.793 1.630 0.000
H 3.153 1.594 0.333 0.000
H 5.522 2.857 0.762 0.000
H 5.522 1.116 0.462 0.000
H 5.523 2.484 3.193 0.000
H 6.689 1.294 2.617 0.000
H 4.516 0.506 4.092 0.000
H 5.087 -0.492 2.749 0.000
H 1.679 -0.782 5.700 0.000
H 0.111 -0.086 5.285 0.000
H 2.270 0.994 7.121 0.000
H 0.526 1.099 7.327 0.000
H 1.812 3.309 6.471 0.000
H 0.361 2.820 5.593 0.000
H 3.256 2.246 4.833 0.000
H 1.970 2.879 3.800 0.000